No. 1
DFT (ωB97M-V/def2-TZVPD) results for a gas-phase ion, C5H12NO (charge -1) at a distorted geometry.

Each line ends with the natural charge from an NBO analysis.
Geometry (Å):
1 C -0.74254 0.17280 -2.65470  -0.410
2 N -0.12318 -0.72058 -1.68195  -0.636
3 C -0.27768 -0.32745 -0.29311  -0.055
4 C -0.58442 -1.46467 0.64964  -0.662
5 C 0.85825 0.53684 0.25364  -0.426
6 C 0.53433 1.30114 1.53865  -0.014
7 O 0.55018 0.56693 2.66202  -0.957
8 H -1.61485 0.68340 -2.20882  0.166
9 H -0.06130 0.92744 -3.02851  0.182
10 H -1.28442 -0.37512 -3.42580  0.179
11 H -0.45585 -1.65754 -1.86059  0.349
12 H -1.16294 0.31751 -0.17060  0.150
13 H -0.31190 -1.12325 1.65451  0.302
14 H -1.57325 -1.90964 0.58776  0.178
15 H 0.16817 -2.26392 0.52985  0.178
16 H 1.20988 1.20079 -0.55134  0.170
17 H 1.73607 -0.12403 0.35989  0.181
18 H -0.44880 1.79862 1.30573  0.053
19 H 1.16994 2.22418 1.60481  0.073

As for the gap between HOMO and LUMO: 5.8962 eV. The total energy is -327.66193 hartree. Its charge is -1. The calculation puts the molar mass at 102.16 g/mol. The LUMO energy comes out at 3.72 eV. Its highest occupied orbital energy is -2.2 eV. The relative energy (zero: lowest compared OMol25 entry of this formula, charge and spin) comes out at 89.59 kJ/mol.

No. 2
DFT (ωB97M-V/def2-TZVPD) results for 2 unconnected molecules or ions with the total composition C5H12NO at a distorted geometry.

Each line ends with the natural charge from an NBO analysis.
Geometry (Å):
1 C -0.89530 2.11897 -0.50974  -0.016
2 O -1.79509 1.23214 -0.97288  -0.951
3 C -1.24909 2.57591 0.96727  -0.658
4 H -0.89243 3.05814 -1.06871  0.087
5 H 0.13515 1.65730 -0.42217  0.056
6 H -0.53355 3.39237 1.21428  0.156
7 H -1.16224 1.72814 1.64653  0.178
8 H -2.28471 2.88697 0.99188  0.187
9 C -0.83134 -1.30223 -0.21645  -0.664
10 C 0.47443 -1.75685 -0.68132  -0.202
11 C 1.39781 -2.19001 0.17961  -0.095
12 N 2.76098 -2.16080 -0.23569  -0.844
13 H -1.10855 -1.69527 0.77544  0.180
14 H -0.74303 -0.13984 -0.13586  0.314
15 H -1.60988 -1.58264 -0.96517  0.206
16 H 0.78881 -1.65839 -1.76044  0.189
17 H 1.10076 -2.52892 1.15800  0.168
18 H 3.41575 -2.40628 0.54404  0.345
19 H 3.03153 -1.22869 -0.50861  0.362

As for the gap between HOMO and LUMO: 6.0819 eV. The total energy is -327.63205 hartree. Its charge is -1. The calculation puts the molar mass at 102.16 g/mol. The LUMO energy comes out at 3.72 eV. Its highest occupied orbital energy is -2.4 eV. The relative energy (zero: lowest compared OMol25 entry of this formula, charge and spin) comes out at 168.03 kJ/mol.

Q: The lowest highest occupied orbital energy belongs to which entry?
A: number 2

Q: highest occupied orbital energy of number 2 (C5H12NO)?
A: -2.4 eV